(1)
57
Properties=species:S:1:pos:R:3 method="wB97M-V/def2-TZVPD" charge=0 e_tot_ha=-1779.362716 e_lumo_ev=0.3 gap_ha=0.3555 e_above_lowest_ev=0.055
C -0.98 7.16 5.60
C -1.18 5.65 5.72
H -0.53 5.25 6.51
H -2.22 5.41 5.94
O -0.90 4.98 4.50
C 0.42 4.74 4.25
O 1.31 4.99 5.02
N 0.60 4.18 3.04
C -0.51 3.82 2.18
H -1.03 2.93 2.57
C -0.01 3.55 0.77
H 0.48 4.46 0.39
H -0.85 3.34 0.11
C 0.99 2.38 0.73
N 0.29 1.13 0.53
C 0.61 0.26 -0.45
O 1.48 0.48 -1.28
C -0.18 -1.01 -0.49
C -0.67 -1.69 0.62
C -1.33 -2.90 0.52
C -1.51 -3.47 -0.73
C -1.03 -2.80 -1.85
C -0.38 -1.60 -1.73
H -0.02 -1.09 -2.61
S -1.21 -3.54 -3.48
O -1.97 -4.75 -3.33
O -1.68 -2.52 -4.36
N 0.33 -3.93 -3.90
C 1.09 -3.07 -4.78
C 2.34 -2.47 -4.13
H 3.07 -3.24 -3.91
H 2.09 -1.94 -3.22
H 2.79 -1.76 -4.82
H 0.41 -2.29 -5.09
H 1.39 -3.64 -5.67
C 0.85 -5.21 -3.48
C 1.48 -5.17 -2.08
H 1.88 -6.15 -1.84
H 0.73 -4.91 -1.34
H 2.28 -4.44 -2.04
H 1.59 -5.54 -4.21
H 0.01 -5.91 -3.48
H -2.02 -4.41 -0.86
H -1.69 -3.39 1.41
F -0.49 -1.18 1.86
H -0.41 0.89 1.21
C 1.82 2.33 2.02
H 2.81 1.94 1.82
C 1.92 3.72 2.65
H 2.53 3.70 3.56
H 2.37 4.42 1.95
H 1.33 1.66 2.74
H 1.64 2.49 -0.14
H -1.24 4.64 2.18
H -1.59 7.55 4.79
H -1.27 7.64 6.53
H 0.06 7.37 5.39

---

(2)
51
Properties=species:S:1:pos:R:3 method="wB97M-V/def2-TZVPD" charge=0 e_tot_ha=-1751.882075 e_lumo_ev=0.5 gap_ha=0.2765 e_above_lowest_ev=0.000
O -0.13 -0.06 -2.49
C 0.94 -0.47 -3.41
C 0.40 0.39 -4.53
H 0.89 -1.57 -3.54
H 1.92 -0.19 -3.01
C -0.74 0.78 -3.55
H 0.08 -0.21 -5.40
H 1.10 1.22 -4.79
C -2.11 0.20 -3.86
H -2.07 -0.90 -3.90
H -2.57 0.59 -4.78
H -2.77 0.42 -3.01
C -0.80 2.24 -3.14
H 0.20 2.64 -2.91
H -1.38 2.37 -2.22
H -1.26 2.87 -3.91
Sc 0.29 -0.47 -0.37
C 0.87 1.43 1.47
C 1.93 0.48 1.39
C 2.50 0.57 0.07
H 2.31 -0.10 2.23
C 1.75 1.56 -0.66
C 0.73 2.08 0.20
H 0.08 2.92 -0.01
H 0.36 1.71 2.39
H 3.40 0.07 -0.28
H 2.03 1.99 -1.62
C -1.42 -0.48 1.69
C -1.82 0.71 1.02
C -2.26 0.36 -0.29
H -1.89 1.70 1.45
C -2.16 -1.07 -0.42
C -1.65 -1.59 0.82
H -1.56 -2.64 1.09
H -1.11 -0.54 2.73
H -2.75 1.05 -0.97
H -2.53 -1.65 -1.27
O 0.77 -1.26 -6.89
C 0.14 -0.38 -7.88
C 0.41 -0.91 -9.31
H 0.60 0.62 -7.76
H -0.96 -0.30 -7.72
C 1.53 -1.93 -9.13
H 0.74 -0.12 -9.97
H -0.47 -1.36 -9.76
C 1.39 -2.35 -7.66
H 2.50 -1.48 -9.35
H 1.41 -2.74 -9.83
H 2.35 -2.63 -7.21
H 0.69 -3.21 -7.64
F 1.16 -2.11 -0.10

---

The calculation returns the following maximum force values, one per record and in order: 1.13; 2.76 eV Å⁻¹.